Formula: C37H64O33
Source: the Open Molecules 2025 dataset
Level of theory: ωB97M-V/def2-TZVPD

Results
Kohn-Sham gap, eV: 10.459
E_HOMO, eV: -10.59
Energy, Ha: -3930.9614
SMILES: C[C@H]1COC(=O)O1.CCOC(=O)OC.CCOC(=O)OC.CCOC(=O)OC.COC(=O)OC.COC(=O)OC.COC(=O)OC.O=C1OCCO1.O=C1OCCO1.O=C1OCCO1.O=C1OCCO1

Each line ends with the Löwdin charge.
CARTESIAN COORDINATES (ANGSTROEM)
C (-0.9968, -6.9350, -2.5501)  -0.1245
C (-2.0925, -7.9558, -2.7971)  -0.1105
O (-2.9760, -7.1079, -3.5118)  0.0834
C (-2.6434, -5.8141, -3.4220)  -0.5952
O (-3.3460, -4.8887, -3.8358)  0.1121
O (-1.4781, -5.6770, -2.9048)  0.0982
H (-0.1588, -7.2568, -3.1683)  0.1353
H (-0.7853, -6.6503, -1.5194)  0.1447
H (-2.4348, -8.4525, -1.8893)  0.1296
H (-1.6172, -8.7888, -3.3151)  0.1266
C (3.2053, -1.6068, 7.9256)  -0.1658
C (2.4222, -1.0995, 6.7720)  -0.1140
O (1.6692, -2.2549, 6.3905)  0.0938
C (1.7560, -3.1681, 7.3268)  -0.6159
O (1.2208, -4.2453, 7.3266)  0.1562
O (2.6356, -2.8197, 8.2380)  0.1084
H (2.9497, -0.8187, 8.6339)  0.1317
H (4.2757, -1.5633, 7.7245)  0.1386
H (3.1430, -0.9278, 5.9726)  0.1326
H (1.7526, -0.2541, 6.9300)  0.1344
C (0.5269, 1.8748, -10.7474)  -0.1303
C (-0.7965, 2.5050, -10.3547)  -0.1299
O (-0.7007, 2.5929, -8.9586)  0.0503
C (0.2879, 1.7641, -8.5101)  -0.5012
O (0.5561, 1.4342, -7.3490)  0.1102
O (0.9915, 1.2915, -9.5625)  0.0540
H (1.2263, 2.5961, -11.1700)  0.1367
H (0.3469, 0.9525, -11.2998)  0.1379
H (-1.7020, 1.9144, -10.4933)  0.1392
H (-0.7741, 3.5043, -10.7894)  0.1329
C (-4.4629, -5.0953, 3.3723)  -0.1106
C (-3.9787, -4.2149, 2.2600)  -0.1637
O (-2.6355, -4.4412, 2.1939)  0.0713
C (-2.2186, -5.4315, 2.9740)  -0.5498
O (-1.0981, -5.8361, 3.0625)  0.1669
O (-3.3190, -5.9136, 3.6323)  0.0547
H (-5.3538, -5.7115, 3.2514)  0.1340
H (-4.6225, -4.4604, 4.2438)  0.1266
H (-4.0614, -3.1686, 2.5540)  0.1332
H (-4.4065, -4.4037, 1.2754)  0.1370
C (-2.6149, 0.5190, -2.2944)  -0.0158
C (-1.4817, -0.3663, -1.7665)  -0.3055
C (-0.0187, 0.0722, -2.0597)  -0.1159
O (0.6508, 0.1153, -0.8292)  0.0468
C (-0.2720, -0.0037, 0.2146)  -0.4427
O (-0.0291, 0.0889, 1.3888)  0.1450
O (-1.5475, -0.3326, -0.3256)  0.0334
H (-3.6301, 0.1330, -2.2018)  0.0806
H (-2.3467, 0.8955, -3.2815)  0.0840
H (-2.5888, 1.3819, -1.6289)  0.0837
H (-1.5305, -1.3932, -2.1288)  0.1437
H (0.0103, 1.1113, -2.3875)  0.1284
H (0.3580, -0.5856, -2.8429)  0.1360
C (-7.6736, 1.9706, -0.5271)  -0.0499
O (-8.7973, 1.5589, -1.3479)  -0.0699
C (-8.7167, 1.4148, -2.7697)  -0.5277
O (-9.1460, 0.5109, -3.3406)  0.2072
O (-7.8539, 2.4099, -3.2136)  -0.0561
C (-7.2280, 2.2228, -4.5009)  -0.0360
H (-7.6998, 3.0217, -0.8146)  0.0857
H (-6.7123, 1.6087, -0.8917)  0.0804
H (-7.7087, 1.7507, 0.5399)  0.0907
H (-7.9935, 1.9073, -5.2098)  0.0917
H (-6.5068, 1.4060, -4.4716)  0.0914
H (-6.6822, 3.1160, -4.8049)  0.0926
C (1.9686, 5.2635, 0.4085)  0.0128
O (1.1786, 4.8282, -0.7231)  0.0440
C (0.8430, 5.5595, -1.6639)  -0.6686
O (1.2388, 6.7226, -1.9517)  0.0700
O (-0.0758, 4.8734, -2.3181)  -0.0084
C (-0.5578, 5.4158, -3.5499)  -0.0295
H (3.0067, 5.4744, 0.1518)  0.0944
H (2.0085, 4.4649, 1.1492)  0.0949
H (1.6030, 6.2364, 0.7368)  0.1016
H (-1.2570, 6.2322, -3.3694)  0.1000
H (-1.0347, 4.5958, -4.0868)  0.0892
H (0.3248, 5.6683, -4.1376)  0.0985
C (9.8983, -2.8725, 0.2007)  -0.0607
O (8.6385, -2.3070, 0.3986)  -0.0132
C (8.5695, -0.9570, 0.4748)  -0.4901
O (9.4348, -0.1224, 0.3246)  0.1308
O (7.1804, -0.6457, 0.5852)  -0.0402
C (6.7339, 0.6819, 0.5175)  -0.0972
H (10.3917, -2.4253, -0.6623)  0.1038
H (9.8853, -3.9616, 0.2417)  0.0990
H (10.4540, -2.6446, 1.1103)  0.0964
H (5.6729, 0.8031, 0.7361)  0.0877
H (6.8915, 1.1756, -0.4415)  0.0938
H (7.1367, 1.3341, 1.2923)  0.0886
C (6.4706, -2.5424, -3.9946)  -0.0567
C (6.8999, -3.7366, -4.8113)  -0.1876
O (8.2614, -4.1570, -4.3939)  0.0316
C (9.0074, -4.8909, -5.1986)  -0.5283
O (8.7305, -5.2808, -6.3828)  0.0497
O (10.2393, -4.8154, -4.7239)  0.0102
C (11.2656, -5.2746, -5.4429)  -0.1058
H (6.2063, -2.8151, -2.9729)  0.0804
H (5.6539, -1.9651, -4.4280)  0.0833
H (7.4283, -2.0235, -4.0353)  0.0828
H (6.8752, -3.6232, -5.8951)  0.1209
H (6.2470, -4.5959, -4.6582)  0.1197
H (11.9975, -4.4793, -5.3017)  0.1023
H (11.0522, -5.3984, -6.5046)  0.1001
H (11.7576, -6.1785, -5.0836)  0.0985
C (-7.3086, 2.8867, 6.7332)  -0.0465
C (-6.6346, 2.1444, 7.9279)  -0.2153
O (-5.5946, 1.3910, 7.3613)  -0.0566
C (-4.9441, 0.3359, 7.9990)  -0.5648
O (-5.2632, -0.1629, 9.0634)  0.1248
O (-3.9844, -0.1109, 7.2610)  0.0445
C (-3.7575, 0.2753, 5.8878)  -0.0242
H (-7.9579, 2.1805, 6.2157)  0.0750
H (-6.5591, 3.4086, 6.1383)  0.0758
H (-7.9213, 3.6508, 7.2115)  0.0705
H (-7.2038, 1.4629, 8.5602)  0.1267
H (-6.0797, 2.8777, 8.5131)  0.1229
H (-2.7205, 0.6089, 5.9243)  0.0920
H (-4.3618, 1.0189, 5.3681)  0.0909
H (-3.6583, -0.4763, 5.1046)  0.0845
C (-3.2936, 4.8551, 2.3730)  -0.0407
C (-1.9801, 4.8367, 3.2622)  -0.1854
O (-1.7041, 6.1755, 3.7253)  0.0207
C (-0.7154, 6.3934, 4.6055)  -0.4893
O (-0.4619, 7.6146, 4.9390)  0.0459
O (-0.0645, 5.2649, 4.9503)  -0.0339
C (1.1798, 5.1818, 5.5991)  -0.0419
H (-3.6723, 3.8413, 2.2429)  0.0672
H (-3.1782, 5.2863, 1.3786)  0.0682
H (-3.9883, 5.4291, 2.9862)  0.0734
H (-1.1517, 4.2353, 2.8877)  0.1193
H (-2.2711, 4.3782, 4.2073)  0.1113
H (2.0501, 4.9876, 4.9723)  0.0969
H (1.1724, 4.3681, 6.3243)  0.0896
H (1.2546, 6.0415, 6.2649)  0.0985